# 1
# C21H26ClFN4O3

2 unconnected molecules or ions with the total composition C21H26ClFN4O3 at a distorted geometry (ωB97M-V/def2-TZVPD, the OMol25 dataset).

The geometry in XYZ format:
```
56
Properties=species:S:1:pos:R:3:lowdin_charge:R:1
C 0.39276 3.07668 -3.84481 -0.099
C -0.45824 2.09940 -3.02384 -0.222
C -1.67409 2.74796 -2.31613 -0.315
C -1.20841 3.77304 -1.26261 -0.042
C -2.57893 1.66002 -1.67523 -0.163
N -3.07549 0.69550 -2.68415 0.116
C -3.91751 0.92530 -3.69474 -0.541
C -4.30159 -0.27374 -4.52741 0.007
O -4.37174 2.02750 -3.97003 0.029
C -3.67222 2.24347 -0.75635 -0.473
O -3.50338 2.21122 0.45985 0.038
N -4.78286 2.74804 -1.30418 0.039
C -5.89426 3.33818 -0.56110 -0.049
H -0.24275 3.64220 -4.52666 0.078
H 0.93180 3.76105 -3.19057 0.064
H 1.12254 2.51312 -4.42666 0.069
H 0.17807 1.61415 -2.28250 0.104
H -0.80839 1.33481 -3.71705 0.099
H -2.25509 3.29014 -3.06297 0.133
H -2.06325 4.29988 -0.83722 0.081
H -0.67166 3.27064 -0.45940 0.073
H -0.56192 4.52523 -1.71215 0.074
H -1.93199 1.09719 -1.00168 0.151
H -2.77571 -0.25835 -2.56551 0.147
H -3.40494 -0.72496 -4.94785 0.083
H -4.82578 -0.99387 -3.90204 0.086
H -4.95807 0.05160 -5.33360 0.087
H -4.84188 2.72722 -2.31744 0.093
H -5.66210 4.37635 -0.31771 0.083
H -6.05918 2.78585 0.36662 0.084
H -6.80308 3.30355 -1.16373 0.083
O 1.67416 -3.33502 3.43179 0.070
C 2.62293 -2.68792 3.01160 -0.403
N 3.92320 -3.14434 3.20262 0.125
C 4.32197 -4.29418 3.91955 -0.198
C 5.52001 -4.91460 3.55819 -0.009
C 5.91403 -6.06584 4.24416 -0.096
C 5.12465 -6.56882 5.28188 -0.732
Cl 5.62235 -8.02299 6.10527 0.651
N 3.99119 -5.96244 5.65845 0.060
C 3.59386 -4.85962 4.99877 -0.050
C 2.35244 -1.42621 2.28940 -0.136
C 1.13218 -0.74911 2.49850 0.008
C 0.85108 0.45020 1.83545 0.012
C 1.77620 0.99452 0.94429 -0.261
F 1.51016 2.15405 0.30333 0.058
C 2.98284 0.33003 0.71762 -0.002
C 3.27502 -0.86876 1.38170 -0.019
H 4.64503 -2.61370 2.73008 0.126
H 6.12573 -4.53028 2.74296 0.115
H 6.82608 -6.58991 3.98077 0.100
H 2.67912 -4.38906 5.34212 0.112
H 0.39308 -1.15680 3.18647 0.125
H -0.09075 0.96369 2.00884 0.124
H 3.69317 0.75853 0.01737 0.117
H 4.21965 -1.35977 1.16770 0.106
```

The SMILES is CC[C@H](C)[C@H](NC(C)=O)C(=O)NC.O=C(Nc1ccc(Cl)nc1)c1ccc(F)cc1. Its orbital gap is 9.0393 eV.

***

# 2
# C50H45F2N6NaO5

A molecular structure, C50H45F2N6NaO5 (ωB97M-V/def2-TZVPD, the OMol25 dataset).

The geometry in XYZ format:
```
109
Properties=species:S:1:pos:R:3:lowdin_charge:R:1
Na -0.21118 0.14460 0.08742 0.207
N 0.63421 4.25672 1.08034 0.041
C 0.64141 3.12340 1.80409 -0.155
N 1.29435 2.18865 1.16703 0.174
C 1.64170 2.80217 0.00451 -0.340
N 1.27586 4.06309 -0.08886 0.131
C 2.23675 2.05419 -1.10753 -0.196
C 2.88270 2.67763 -2.16960 -0.084
N 3.37769 1.99082 -3.19431 0.073
C 3.17829 0.67758 -3.17148 -0.143
C 2.51220 0.04941 -2.12546 -0.088
N 2.07763 0.73118 -1.07650 0.162
H 0.06254 5.07367 1.21665 0.135
H 0.14094 3.01315 2.75132 0.124
H 3.00045 3.75452 -2.17591 0.105
H 3.53933 0.10063 -4.01363 0.095
H 2.32111 -1.01962 -2.14122 0.118
F -4.12263 -0.59886 4.74075 0.005
C -2.81116 -0.52060 4.34732 -0.293
C -2.49638 -0.14210 3.06070 -0.095
C -1.16471 -0.05670 2.60871 -0.013
C -0.18650 -0.37891 3.58162 -0.177
C -0.54665 -0.74137 4.87218 -0.239
F 0.41199 -1.06060 5.80614 0.010
C -1.85667 -0.83288 5.29632 0.017
C 1.25135 -0.30380 3.20738 -0.239
C 2.17928 0.35409 4.02207 -0.034
C 3.49374 0.45856 3.61177 -0.091
C 3.86468 -0.11501 2.40482 -0.087
C 2.88403 -0.76407 1.67242 -0.162
N 1.61562 -0.85989 2.04934 0.140
H -3.33124 0.09465 2.40178 0.087
H -2.11544 -1.13797 6.29978 0.110
H 1.84712 0.78898 4.95497 0.107
H 4.21995 0.98555 4.22089 0.093
H 4.87836 -0.05635 2.02944 0.088
H 3.13183 -1.22658 0.72202 0.095
C -6.42944 0.40711 -1.55441 0.009
C -4.99069 0.07577 -1.21109 -0.602
C -4.89425 -0.98238 -0.11534 0.027
O -4.32327 1.25950 -0.85238 -0.016
C -2.92770 0.97696 -1.08082 -0.147
C -2.94968 0.02351 -2.29786 -0.098
O -4.33990 -0.35931 -2.38831 -0.028
C -1.94870 -1.22224 -2.26031 -0.412
O -1.26598 -1.34262 -1.08555 -0.223
C -0.90856 -1.09960 -3.40543 -0.102
C -0.48388 0.12421 -3.91869 -0.012
C 0.47312 0.18978 -4.92314 -0.103
C 1.05954 -0.96762 -5.41340 -0.137
C 0.69958 -2.18943 -4.85942 -0.095
C -0.27096 -2.25198 -3.87006 -0.032
C -2.81242 -2.47254 -2.55149 -0.145
C -2.95172 -3.44725 -1.57797 -0.024
C -3.71826 -4.58448 -1.81045 -0.091
C -4.35612 -4.76125 -3.02815 -0.127
C -4.22228 -3.78683 -4.01329 -0.102
C -3.45878 -2.65715 -3.77341 -0.035
C -2.07339 2.26747 -1.22297 -0.459
O -0.76630 1.92083 -1.09869 -0.188
C -2.44901 3.24887 -0.07836 -0.087
C -2.42035 2.76658 1.22834 -0.035
C -2.63148 3.60192 2.31245 -0.096
C -2.84167 4.96514 2.12298 -0.132
C -2.85722 5.46405 0.82913 -0.120
C -2.67865 4.61082 -0.25869 -0.026
C -2.34082 2.99457 -2.56415 -0.156
C -1.24444 3.54312 -3.22308 -0.037
C -1.39862 4.23457 -4.41644 -0.093
C -2.65950 4.38569 -4.97882 -0.124
C -3.76105 3.84617 -4.32802 -0.096
C -3.60483 3.16476 -3.12728 -0.024
H -6.93788 0.80188 -0.67376 0.084
H -6.94733 -0.49014 -1.89371 0.084
H -6.44431 1.15448 -2.34752 0.080
H -5.37805 -0.62964 0.79750 0.088
H -3.85424 -1.22726 0.10671 0.083
H -5.38204 -1.89702 -0.45736 0.089
H -2.55810 0.44229 -0.20108 0.122
H -2.77323 0.58847 -3.21090 0.133
H -0.87079 1.04527 -3.51100 0.086
H 0.77144 1.15991 -5.30612 0.099
H 1.80679 -0.91789 -6.19845 0.086
H 1.17268 -3.10398 -5.20074 0.091
H -0.53143 -3.21050 -3.43976 0.115
H -2.43257 -3.29206 -0.64212 0.096
H -3.80944 -5.33783 -1.03538 0.091
H -4.95086 -5.64917 -3.21347 0.081
H -4.71618 -3.91050 -4.97120 0.086
H -3.36147 -1.89870 -4.54238 0.124
H -2.17581 1.72849 1.42311 0.065
H -2.61640 3.17664 3.31133 0.101
H -3.00278 5.62339 2.97010 0.083
H -3.02352 6.52233 0.65547 0.086
H -2.70153 5.02642 -1.25790 0.106
H -0.27764 3.38817 -2.75696 0.108
H -0.52952 4.65064 -4.91493 0.091
H -2.78183 4.91455 -5.91764 0.083
H -4.75130 3.95347 -4.75784 0.089
H -4.46641 2.75418 -2.61811 0.110
C -0.35989 -3.69839 1.24924 -0.087
C 0.83086 -3.70024 0.30345 -0.336
O 0.48702 -3.37821 -1.02636 -0.122
H -0.03958 -3.91997 2.27118 0.070
H -1.09688 -4.44526 0.94235 0.064
H -0.83449 -2.71516 1.25807 0.058
H 1.29143 -4.69641 0.28387 0.098
H 1.58284 -3.00615 0.69793 0.070
H -0.14473 -2.60091 -1.01418 0.033
```

The charge is -2. Its orbital gap is 5.8225 eV. Its energy above the lowest of the compared OMol25 structures with the same formula, charge and spin is 0.0 kJ/mol.

***

# 3
# C19H21Cl6F7N2O3

5 unconnected molecules or ions with the total composition C19H21Cl6F7N2O3 at a distorted geometry (ωB97M-V/def2-TZVPD, the OMol25 dataset).

The geometry in XYZ format:
```
58
Properties=species:S:1:pos:R:3:lowdin_charge:R:1
O -0.93568 0.04341 2.04184 0.174
C -1.96767 0.65310 2.01557 -0.369
O -2.29609 1.45344 3.07116 0.040
C -2.96644 0.48198 0.80282 -0.363
F -4.15063 0.08184 1.33887 0.136
F -2.50359 -0.53304 0.08460 0.163
C -3.11324 1.77493 -0.03007 -0.319
F -1.89976 2.26719 -0.36545 0.162
F -3.64947 2.69885 0.82720 0.134
C -4.06273 1.72235 -1.25825 -0.347
F -4.33420 3.02652 -1.61381 0.115
F -5.22964 1.15975 -0.98377 0.199
C -3.49995 1.02845 -2.53854 -0.247
O -3.90170 -0.03751 -2.86627 0.225
N -2.47451 1.71591 -3.40777 0.142
C -1.54517 0.77473 -4.13207 -0.095
C -0.81397 -0.19233 -3.17305 -0.184
C 0.73382 -0.10077 -3.34615 -0.124
C 1.47769 0.39290 -2.10173 -0.210
C 2.75993 0.94352 -2.28822 -0.060
C 3.53487 1.38275 -1.22855 -0.137
C 3.02795 1.27080 0.07588 -0.286
C 1.75358 0.76978 0.26013 -0.143
C 0.97616 0.32597 -0.80991 -0.041
H -2.53452 2.34775 2.78434 0.116
H -3.00829 2.22723 -4.12191 0.190
H -1.95600 2.44088 -2.89741 0.181
H -2.14802 0.21526 -4.86061 0.138
H -0.83117 1.37472 -4.71524 0.126
H -1.15755 -0.10688 -2.14098 0.066
H -1.12014 -1.19192 -3.49623 0.094
H 1.09168 -1.13314 -3.51260 0.127
H 1.02817 0.44959 -4.25661 0.104
H 3.21130 1.04770 -3.27910 0.110
H 4.54070 1.78140 -1.36672 0.109
H 3.62480 1.58346 0.93159 0.091
H 1.33647 0.71281 1.26926 0.096
H -0.01946 -0.06904 -0.60781 0.094
Cl 7.48766 -0.39254 1.19380 0.525
C 6.54955 -1.88810 1.46116 -0.659
C 5.49248 -2.09470 0.40599 -0.603
Cl 4.17906 -0.88207 0.51688 0.744
H 6.11422 -1.83863 2.45692 0.066
H 7.25910 -2.71430 1.43929 0.072
H 5.03204 -3.07498 0.53249 0.037
H 5.91200 -2.04124 -0.59675 0.073
C -4.66126 1.07098 6.37845 -2.043
Cl -3.02637 0.98646 7.04825 0.527
Cl -5.34864 2.67015 6.70183 0.516
Cl -4.59508 0.80060 4.63334 0.573
Cl -5.67269 -0.16863 7.13351 0.523
F -2.36273 -1.82647 -2.19556 -0.595
C 1.44818 -3.67814 2.40108 -0.064
C 2.44584 -4.35314 1.58331 -0.274
N 3.23565 -4.87589 0.93543 0.131
H 0.46908 -3.69473 1.92277 0.088
H 1.34845 -4.15427 3.37621 0.081
H 1.71593 -2.63474 2.56715 0.075
```

Its orbital gap is 6.7536 eV.

***

| no. | HOMO level (eV) |
| --- | --- |
| 1 | -8.914 |
| 2 | -2.171 |
| 3 | -7.666 |